1.
Below is CH2N4S in the gas phase, with properties calculated with ωB97M-V/def2-TZVPD.

Cartesian coordinates (Å):
N -1.21 0.45 -1.53
N 0.72 -0.16 -0.93
S 0.64 -0.34 1.81
H -0.51 -0.55 2.67
C 0.09 0.01 0.23
N -0.15 0.06 -1.96
H 1.65 -0.34 -1.19
N -1.06 0.53 -0.15

Computed properties:
- F_max (eV Å⁻¹) = 4.84
- ΔE to the lowest compared entry with this formula, charge and spin (kcal per mole) = 27.7
- HOMO (eV) = -9.94

=====

2.
Below is 2 unconnected molecules or ions with the total composition CH2N5S, with properties calculated with ωB97M-V/def2-TZVPD.

Cartesian coordinates (Å):
N 0.74 -0.81 -1.54
N -1.00 -1.74 -0.69
N -0.02 -1.83 -1.59
H 1.34 1.06 1.25
N 1.02 1.98 0.75
C -0.75 -0.64 0.05
S -1.82 -0.19 1.30
H 0.08 2.26 0.93
N 0.40 -0.09 -0.46

Computed properties:
- F_max (eV Å⁻¹) = 3.31
- ΔE to the lowest compared entry with this formula, charge and spin (kcal per mole) = 66.2
- charge = -1
- HOMO (spin up / spin down) (eV) = -4.93 / -5.00

=====

3.
Below is 2 unconnected molecules or ions with the total composition CH2NO2, with properties calculated with ωB97M-V/def2-TZVPD.

Cartesian coordinates (Å):
C 0.86 0.02 0.07
H -0.71 0.55 -0.99
O -1.71 -0.30 0.41
O 2.13 0.07 0.15
H 0.43 -1.04 0.38
N -1.01 0.70 -0.02

Computed properties:
- F_max (eV Å⁻¹) = 4.47
- ΔE to the lowest compared entry with this formula, charge and spin (kcal per mole) = 132.4
- charge = -1
- HOMO (eV) = -2.56

=====

4.
Below is 2 unconnected molecules or ions with the total composition CH2NO2S, with properties calculated with ωB97M-V/def2-TZVPD.

Cartesian coordinates (Å):
S 0.98 1.14 0.70
C 0.21 1.52 -0.59
H -0.79 -1.10 1.03
N -0.20 -1.50 0.38
O -0.38 2.13 -1.37
O -0.58 -0.93 -0.75
H 0.77 -1.26 0.61

Computed properties:
- F_max (eV Å⁻¹) = 3.62
- ΔE to the lowest compared entry with this formula, charge and spin (kcal per mole) = 72.2
- charge = -1
- HOMO (spin up / spin down) (eV) = -1.41 / -1.41

=====

5.
Below is 2 unconnected molecules or ions with the total composition CH2NO3P, with properties calculated with ωB97M-V/def2-TZVPD.

Cartesian coordinates (Å):
O 0.76 0.35 -1.07
O -0.92 0.76 2.35
N 0.55 -2.36 -0.74
P -0.24 1.67 1.27
C -0.10 0.52 -0.37
H 0.81 -2.55 -1.71
H -0.19 -1.50 -0.63
O -0.67 3.12 0.91

Computed properties:
- F_max (eV Å⁻¹) = 4.31
- ΔE to the lowest compared entry with this formula, charge and spin (kcal per mole) = 105.5
- charge = -2
- HOMO (eV) = 1.97

=====

6.
Below is a molecular structure, CH2NO3P, with properties calculated with ωB97M-V/def2-TZVPD.

Cartesian coordinates (Å):
P -4.32 -0.03 0.04
N -0.47 2.93 0.72
H -0.07 -1.66 0.00
H -0.74 -1.28 -0.18
O -2.52 2.22 -0.24
O -3.82 -0.92 1.15
C -1.46 2.45 0.31
O -4.25 -0.86 -1.21

Computed properties:
- F_max (eV Å⁻¹) = 1.71
- ΔE to the lowest compared entry with this formula, charge and spin (kcal per mole) = 21.0
- charge = -2
- HOMO (eV) = -0.24

=====

7.
Below is 2 unconnected molecules or ions with the total composition CH2NO3S, with properties calculated with ωB97M-V/def2-TZVPD.

Cartesian coordinates (Å):
O -1.66 -1.58 0.06
N 0.66 1.15 -0.55
C -0.46 -1.61 0.00
O 0.27 1.70 1.98
H 1.02 0.35 -0.87
S -0.32 0.81 0.89
O 0.57 -2.07 -0.31
H -0.09 1.24 -1.21

Computed properties:
- F_max (eV Å⁻¹) = 4.62
- ΔE to the lowest compared entry with this formula, charge and spin (kcal per mole) = 30.2
- charge = -1
- HOMO (spin up / spin down) (eV) = -2.18 / -2.18

=====

8.
Below is 2 unconnected molecules or ions with the total composition CH2NO3S2, with properties calculated with ωB97M-V/def2-TZVPD.

Cartesian coordinates (Å):
C 0.98 0.43 2.01
N 0.70 1.12 1.08
O -1.94 -0.91 0.38
S -1.50 -0.17 -0.82
H -0.17 1.10 0.33
H 0.75 -0.34 -0.63
O 0.11 -0.76 -1.15
O -1.17 1.27 -0.50
S 1.38 -0.44 3.27

Computed properties:
- F_max (eV Å⁻¹) = 3.31
- ΔE to the lowest compared entry with this formula, charge and spin (kcal per mole) = 6.3
- charge = -1
- HOMO (eV) = -5.21

=====

9.
Below is 2 unconnected molecules or ions with the total composition CH2NO4P, with properties calculated with ωB97M-V/def2-TZVPD.

Cartesian coordinates (Å):
H 0.13 0.59 -0.30
C -0.44 -1.52 0.08
O -3.84 -0.73 1.15
O -3.56 -0.30 -1.42
N 0.38 -0.38 -0.24
O 0.25 -2.56 0.33
P -3.06 -0.02 -0.02
H 1.30 -0.60 -0.20
O -2.53 1.33 0.31

Computed properties:
- F_max (eV Å⁻¹) = 4.31
- ΔE to the lowest compared entry with this formula, charge and spin (kcal per mole) = 58.2
- charge = -2
- HOMO (eV) = 0.97

=====

10.
Below is a molecular structure, CH2NO4S, with properties calculated with ωB97M-V/def2-TZVPD.

Cartesian coordinates (Å):
O 1.93 -0.95 1.07
C 0.01 0.61 0.12
S -1.63 -0.47 0.28
H 0.02 1.13 -0.73
H 0.15 1.09 0.99
O 2.07 -0.47 -1.02
N 1.63 -0.38 0.07
O -1.71 -1.33 -0.90
O -2.46 0.76 0.11

Computed properties:
- F_max (eV Å⁻¹) = 6.21
- ΔE to the lowest compared entry with this formula, charge and spin (kcal per mole) = 113.3
- charge = -1
- HOMO (eV) = -3.97

=====

11.
Below is a molecular structure, CH2NO4S, with properties calculated with ωB97M-V/def2-TZVPD.

Cartesian coordinates (Å):
H 0.25 0.07 1.82
O -0.25 0.75 -1.73
O -0.65 -1.69 0.93
N 0.79 0.96 -0.97
O -2.26 0.22 0.37
C 0.23 -0.58 0.87
S -1.15 -0.56 -0.18
H 1.26 -0.65 0.41
O 1.79 1.48 -1.51

Computed properties:
- F_max (eV Å⁻¹) = 2.98
- ΔE to the lowest compared entry with this formula, charge and spin (kcal per mole) = 124.5
- charge = -1
- HOMO (eV) = -4.23

=====

12.
Below is 2 unconnected molecules or ions with the total composition CH2NO4S, with properties calculated with ωB97M-V/def2-TZVPD.

Cartesian coordinates (Å):
H 1.15 0.50 0.17
S 0.06 -0.67 1.10
C -0.46 -0.23 -0.60
O -0.66 -0.90 -1.54
O -0.25 1.79 -1.02
O -0.25 -2.05 1.37
H -0.54 1.77 -1.94
O -0.48 0.22 2.11
N 1.43 -0.43 0.35

Computed properties:
- F_max (eV Å⁻¹) = 3.00
- ΔE to the lowest compared entry with this formula, charge and spin (kcal per mole) = 92.2
- charge = -1
- HOMO (eV) = -5.15

=====

13.
Below is 2 unconnected molecules or ions with the total composition CH2O2, with properties calculated with ωB97M-V/def2-TZVPD.

Cartesian coordinates (Å):
O -0.43 -0.89 -0.66
O 0.13 0.61 0.95
H 0.21 0.95 -1.16
H 1.77 0.15 0.56
C 0.07 0.19 -0.28

Computed properties:
- F_max (eV Å⁻¹) = 5.87
- ΔE to the lowest compared entry with this formula, charge and spin (kcal per mole) = 115.5
- HOMO (eV) = -10.51

=====

14.
Below is 2 unconnected molecules or ions with the total composition CH2O2S, with properties calculated with ωB97M-V/def2-TZVPD.

Cartesian coordinates (Å):
S 0.96 2.71 1.14
O 1.28 -0.23 0.85
H -0.26 -1.36 0.58
H -0.09 1.40 -0.57
C 0.62 1.62 0.15
O 0.55 -1.09 0.02

Computed properties:
- F_max (eV Å⁻¹) = 4.60
- ΔE to the lowest compared entry with this formula, charge and spin (kcal per mole) = 151.8
- HOMO (spin up / spin down) (eV) = -8.66 / -8.67

=====

15.
Below is CH2O2S in the gas phase, with properties calculated with ωB97M-V/def2-TZVPD.

Cartesian coordinates (Å):
O 2.02 0.93 -0.04
S 1.44 -0.39 0.11
H -0.31 1.00 -0.33
H -1.98 -0.59 0.31
C -0.13 0.00 -0.02
O -1.04 -0.97 -0.02

Computed properties:
- F_max (eV Å⁻¹) = 4.42
- ΔE to the lowest compared entry with this formula, charge and spin (kcal per mole) = 62.1
- HOMO (eV) = -8.67

=====

16.
Below is CH2O3 in the gas phase, with properties calculated with ωB97M-V/def2-TZVPD.

Cartesian coordinates (Å):
H 0.60 1.00 0.02
O -0.62 0.70 -1.83
H 0.07 -0.51 1.72
O 0.46 -0.94 0.94
O -0.39 -0.70 -0.09
C -0.13 0.46 -0.75

Computed properties:
- F_max (eV Å⁻¹) = 3.17
- ΔE to the lowest compared entry with this formula, charge and spin (kcal per mole) = 92.5
- HOMO (eV) = -11.26

=====

17.
Below is a gas-phase ion, CH2O3P2 (charge -2), with properties calculated with ωB97M-V/def2-TZVPD.

Cartesian coordinates (Å):
C -0.73 1.57 0.60
O -1.13 0.34 -1.71
O 0.84 -2.04 1.13
P -0.13 0.53 -0.61
H 0.01 1.68 1.41
H -1.65 1.94 0.47
O 2.06 -2.04 -0.98
P 0.72 -1.97 -0.32

Computed properties:
- F_max (eV Å⁻¹) = 5.09
- ΔE to the lowest compared entry with this formula, charge and spin (kcal per mole) = 22.5
- charge = -2
- HOMO (eV) = 1.09

=====

18.
Below is 2 unconnected molecules or ions with the total composition CH2O3S, with properties calculated with ωB97M-V/def2-TZVPD.

Cartesian coordinates (Å):
C -0.47 -0.05 -0.50
S 1.15 0.27 0.30
H -1.44 1.47 -0.06
O -1.06 -1.14 -0.17
O 1.93 -0.94 0.21
H -1.87 -1.12 0.36
O 1.76 1.49 -0.14

Computed properties:
- F_max (eV Å⁻¹) = 4.50
- ΔE to the lowest compared entry with this formula, charge and spin (kcal per mole) = 112.1
- HOMO (eV) = -9.65

=====

19.
Below is a molecular structure, CH2O3S, with properties calculated with ωB97M-V/def2-TZVPD.

Cartesian coordinates (Å):
O -0.08 1.06 0.47
O 2.11 0.12 -0.56
S 1.33 0.00 0.63
C -0.85 0.11 -0.06
H -0.89 0.03 -1.27
H -1.82 -0.13 0.44
O 0.20 -1.19 0.34

Computed properties:
- F_max (eV Å⁻¹) = 4.61
- ΔE to the lowest compared entry with this formula, charge and spin (kcal per mole) = 32.0
- HOMO (eV) = -10.85

=====

20.
Below is 3 unconnected molecules or ions with the total composition CH2O4S, with properties calculated with ωB97M-V/def2-TZVPD.

Cartesian coordinates (Å):
O -1.73 -0.92 -0.10
S 2.13 -0.19 -0.19
O -0.09 1.24 -0.44
O 2.46 0.35 1.10
O 1.44 -1.46 -0.02
H -0.83 -1.23 -0.22
H -2.23 1.19 0.00
C -1.14 1.02 -0.14

Computed properties:
- F_max (eV Å⁻¹) = 8.20
- ΔE to the lowest compared entry with this formula, charge and spin (kcal per mole) = 72.3
- HOMO (spin up / spin down) (eV) = -10.10 / -10.10